ORCA calculation (wB97M-V/def2-TZVPD) on C18H20BrN2O2PdTe as an isolated structure at a distorted geometry.

The geometry in XYZ format:
```
45
Properties=species:S:1:pos:R:3:forces:R:3
Pd 0.475280 0.258074 0.935350 -0.8 -0.1 -0.6
O -4.175054 -0.154391 3.558749 0.1 0.0 0.1
C -3.019906 -0.545034 4.192806 -0.3 0.2 -0.1
C -2.931219 -0.682825 5.567406 0.1 0.0 0.0
C -1.714874 -1.030380 6.139801 0.0 0.0 0.0
C -0.601240 -1.242893 5.339876 -0.1 0.0 0.0
C -0.720169 -1.112639 3.961923 0.1 -0.1 0.0
C -1.922599 -0.761825 3.369897 0.3 0.0 0.2
C -2.082312 -0.579707 1.880536 0.2 0.0 -0.4
O -1.007079 -1.040722 1.133182 0.2 0.0 0.5
N -2.273094 0.859656 1.584202 0.1 0.2 0.0
N -1.430030 1.370398 0.676836 0.0 -0.1 0.5
C -1.643688 2.456629 0.054851 0.2 0.3 -0.4
C -0.679309 2.994978 -0.909066 -0.2 -0.3 0.3
Br 0.684739 1.768785 -1.419412 0.2 -0.1 0.0
C -0.818734 4.186927 -1.478170 0.0 0.4 -0.2
C -0.035882 4.935955 -2.476143 -0.2 -0.2 0.2
C -0.744791 5.834677 -3.273366 -0.1 0.1 -0.1
C -0.102275 6.582378 -4.246610 0.0 0.0 0.1
C 1.269249 6.460819 -4.414166 0.0 0.0 0.0
C 1.991234 5.596245 -3.602476 0.0 0.0 0.0
C 1.346221 4.834879 -2.640213 0.1 0.0 0.0
H -4.894531 -0.089535 4.195231 0.0 0.0 0.0
H -3.803756 -0.511757 6.188044 0.0 0.0 0.0
H -1.643941 -1.139202 7.214027 0.0 0.0 0.0
H 0.342893 -1.528144 5.783847 0.0 0.0 0.0
H 0.127915 -1.338341 3.329795 0.1 0.0 -0.1
H -2.975321 -1.112421 1.543205 -0.1 -0.1 0.0
H -3.197921 1.259264 1.670085 -0.1 -0.1 -0.1
H -2.562867 3.021073 0.202904 0.0 0.0 0.0
H -1.728547 4.691349 -1.156146 0.1 0.1 0.0
H -1.814293 5.942211 -3.133241 0.0 0.0 0.0
H -0.669773 7.265744 -4.864122 0.0 0.0 0.0
H 1.777943 7.049576 -5.166397 0.0 0.0 0.0
H 3.065357 5.521115 -3.712487 0.0 0.0 0.0
H 1.932252 4.196956 -1.995293 0.0 0.0 0.0
C 3.561925 -0.397064 3.065497 0.0 -0.1 0.1
Te 3.000611 0.706837 1.363619 0.2 0.4 0.0
C 3.741838 -0.668688 -0.066151 0.1 -0.1 0.0
H 3.087294 -1.372943 3.038352 0.0 0.0 0.1
H 3.244843 0.164112 3.940259 0.0 0.0 0.0
H 4.644754 -0.480630 3.041945 0.0 -0.1 0.1
H 4.756061 -0.387962 -0.331210 0.0 -0.1 0.0
H 3.097508 -0.635623 -0.939254 0.0 0.0 -0.1
H 3.710512 -1.658590 0.380305 0.0 0.0 -0.1
```
Forces are in eV/Å.

Output
net charge = +1
relative energy (zero: lowest compared OMol25 entry of this formula, charge and spin) = 0.000 eV
spin multiplicity = 3
HOMO-LUMO gap (spin up / spin down) = 0.3000 / 0.2127 Eh

Want to see where the charge sits? The Löwdin charges in e are: Pd 0.578; O 0.056; C -0.264; C -0.009; C -0.069; C -0.078; C -0.039; C -0.116; C -0.376; O -0.244; N 0.036; N -0.107; C -0.160; C -0.581; Br 0.844; C -0.076; C -0.227; C -0.034; C -0.063; C -0.066; C -0.067; C -0.062; H 0.116; H 0.120; H 0.111; H 0.103; H 0.085; H 0.159; H 0.145; H 0.142; H 0.127; H 0.117; H 0.111; H 0.111; H 0.110; H 0.074; C -0.419; Te 1.249; C -0.404; H 0.013; H 0.011; H 0.015; H 0.013; H -0.005; H 0.019